Density functional theory data (wB97M-V/def2-TZVPD) for C43H65BrN7SScSi3 as an isolated structure.

Output
- LUMO energy (eV) = -4.90
- charge = +2
- relative energy (zero: lowest compared OMol25 entry of this formula, charge and spin) (kJ/mol) = 53.2
- HOMO energy (eV) = -13.307
- E_tot (eV) = -181282.9850

```
121
Properties=species:S:1:pos:R:3:forces:R:3:lowdin_charge:R:1
Sc 0.069814 -0.239785 0.260986 -0.7 0.5 -0.3 0.6328
C -3.412692 2.762825 2.963815 0.0 0.0 -0.1 0.0078
N -3.450210 2.537596 1.518595 0.0 0.0 0.1 -0.0955
C -4.597557 2.630908 0.754868 0.1 0.1 0.0 -0.0110
C -4.259975 2.353440 -0.510894 0.0 -0.1 0.0 -0.0164
N -2.890796 2.086146 -0.524116 0.0 0.0 -0.2 0.0169
C -2.408490 2.186491 0.749483 0.1 0.0 0.0 -0.6440
S -0.823632 1.969204 1.365439 0.2 -0.2 0.0 0.6761
C -2.116358 2.039754 -1.724184 -0.1 0.1 0.2 -0.2390
C -2.672900 2.552103 -2.891388 0.0 0.0 0.0 0.0260
C -1.882771 2.624144 -4.019734 0.0 0.0 0.0 -0.0162
C -0.562403 2.209918 -3.936219 0.0 0.0 0.0 -0.0260
C -0.118032 1.691240 -2.738719 -0.1 0.1 0.0 -0.1192
N -0.881529 1.571586 -1.638703 0.3 -0.3 -0.2 0.0796
H -4.137626 3.535253 3.205132 0.0 0.0 0.0 0.1071
H -2.417833 3.086148 3.250173 0.0 0.0 0.0 0.0749
H -3.661062 1.844477 3.490362 0.0 0.0 0.0 0.0826
H -5.548404 2.894420 1.183302 0.0 -0.1 0.0 0.1455
H -4.878984 2.278990 -1.383986 0.0 0.0 0.0 0.1312
H -3.684909 2.922385 -2.916938 0.0 0.0 0.0 0.1132
H -2.286215 3.026815 -4.939089 0.0 0.0 0.0 0.1281
H 0.110484 2.287329 -4.778273 0.0 0.0 0.0 0.1212
H 0.902738 1.359058 -2.645004 0.0 -0.1 0.0 0.0881
C 1.474936 -3.481332 0.673969 0.1 0.0 0.0 -0.1737
Si -0.012168 -3.364026 1.822972 0.1 0.1 0.0 0.4268
C 0.399848 -2.968606 3.594442 0.0 0.0 0.1 -0.1756
C -0.730214 -5.089384 1.826494 -0.1 -0.1 -0.1 -0.1572
C -1.090718 -1.970154 1.143703 0.0 -0.1 -0.3 -0.4205
C -1.513262 -2.313428 -0.244624 -0.1 -0.1 0.0 -0.4046
C -2.218557 -3.450918 -0.673573 0.0 0.0 0.1 -0.0083
C -2.482169 -3.626098 -2.012183 0.0 0.0 0.0 -0.0084
C -2.062270 -2.665727 -2.940374 0.0 0.0 0.0 -0.0326
C -1.396210 -1.565866 -2.470085 -0.1 0.1 0.1 -0.1216
N -1.131492 -1.400531 -1.160327 0.1 0.0 -0.1 -0.0095
Si -2.615061 -1.644514 2.214316 0.2 0.1 0.0 0.4439
C -2.196008 -0.584219 3.693946 0.0 0.0 0.2 -0.1698
C -3.431747 -3.182412 2.885565 0.0 -0.1 0.0 -0.1652
C -3.882683 -0.794047 1.118668 -0.1 0.0 -0.1 -0.1456
H 2.206643 -4.209863 1.032495 0.0 0.0 0.0 0.0474
H 2.010484 -2.538490 0.523818 0.0 0.0 0.0 -0.0219
H 1.131292 -3.833374 -0.305344 0.0 0.0 0.0 0.0398
H 1.158838 -3.651384 3.980716 0.0 0.0 0.0 0.0451
H -0.493909 -3.108579 4.208189 0.0 0.0 0.0 0.0352
H 0.744168 -1.943753 3.725604 0.0 0.0 0.0 -0.0108
H 0.000220 -5.742481 2.313813 0.0 0.0 0.0 0.0505
H -0.898413 -5.488951 0.824850 0.1 0.0 0.0 0.0347
H -1.661659 -5.173039 2.385007 0.0 0.0 0.0 0.0233
H -2.544647 -4.175671 0.058055 0.0 0.0 0.0 0.1043
H -3.012892 -4.507734 -2.349300 0.0 0.0 0.0 0.1258
H -2.257940 -2.776916 -3.997113 0.0 0.0 0.0 0.1167
H -1.061068 -0.777520 -3.133683 0.0 0.0 0.0 0.1074
H -1.676682 -1.168626 4.456141 0.0 0.0 0.0 0.0302
H -3.119977 -0.224534 4.157367 0.0 0.0 0.0 0.0361
H -1.573959 0.276263 3.447808 0.0 0.0 0.0 -0.0144
H -2.817076 -3.685927 3.633885 0.0 0.0 0.0 0.0308
H -3.678216 -3.910000 2.109467 0.0 0.0 0.0 0.0330
H -4.368762 -2.897272 3.372958 0.0 0.0 0.0 0.0491
H -3.421038 -0.196019 0.330488 0.0 0.0 0.0 0.0101
H -4.545221 -0.148179 1.700400 0.0 0.0 0.0 0.0385
H -4.515783 -1.534133 0.621863 0.0 0.0 0.0 0.0508
C 2.638354 -0.637530 5.924555 0.1 0.0 0.0 -0.0792
C 3.166424 0.621858 5.221127 0.0 0.0 0.1 -0.6125
C 4.195775 1.297306 6.158735 -0.1 0.0 0.1 -0.0722
C 1.964122 1.564993 5.032515 0.1 0.0 0.0 -0.1014
Si 4.101951 0.229666 3.620282 -0.5 0.1 -0.4 0.7681
Br 2.106094 0.051796 1.964990 0.4 0.1 0.5 0.5262
C 4.995551 1.681732 2.789435 0.0 0.1 0.1 -0.6165
C 5.178107 1.533581 1.274290 0.2 0.0 0.0 -0.1194
C 6.397760 1.773769 3.434999 0.0 0.1 0.0 -0.0661
C 4.244492 3.005221 3.011206 0.1 0.0 0.0 -0.0865
C 4.897392 -1.465771 3.441489 0.1 -0.1 0.0 -0.6197
C 5.619218 -1.630027 2.095595 0.1 0.0 0.1 -0.0841
C 5.931826 -1.579075 4.586153 0.0 0.0 0.0 -0.0628
C 3.893148 -2.619497 3.556329 0.0 0.0 0.1 -0.0974
H 2.087237 -0.322025 6.814679 0.0 0.0 0.0 0.0995
H 3.436039 -1.300265 6.259263 0.0 0.0 0.0 0.0760
H 1.950772 -1.205188 5.300048 0.0 0.0 0.0 0.0565
H 3.692975 1.536746 7.099583 0.0 0.0 0.0 0.1021
H 4.595232 2.227838 5.759555 0.0 0.0 0.0 0.0635
H 5.036838 0.641272 6.395818 0.0 0.0 0.0 0.0832
H 1.517262 1.734491 6.015993 0.0 0.0 0.0 0.0962
H 1.199741 1.127947 4.390487 0.0 0.0 0.0 0.0357
H 2.235129 2.535344 4.623065 0.0 0.0 0.0 0.0654
H 5.831071 0.711446 0.992567 0.0 0.0 0.0 0.0717
H 5.636431 2.454998 0.901938 0.0 0.0 0.0 0.0923
H 4.223966 1.393866 0.772359 0.0 0.1 0.0 0.0047
H 7.023638 0.917379 3.182048 0.0 0.0 0.0 0.0737
H 6.367114 1.862899 4.521470 0.0 0.0 0.0 0.0755
H 6.895832 2.668348 3.050468 0.0 0.0 0.0 0.1014
H 3.243072 2.982042 2.575532 0.0 0.0 0.0 0.0750
H 4.806628 3.806108 2.522501 0.0 0.0 0.0 0.0963
H 4.153950 3.275617 4.060992 0.0 0.0 0.0 0.0678
H 6.471200 -0.958597 1.992084 0.0 0.0 0.0 0.0712
H 4.946090 -1.480482 1.247309 0.0 0.0 0.0 0.0751
H 6.006153 -2.650807 2.037391 0.0 0.0 0.0 0.0974
H 6.679753 -0.784806 4.567732 0.0 0.0 0.0 0.0746
H 6.462248 -2.528732 4.475011 0.0 0.0 0.0 0.1028
H 5.463949 -1.579721 5.571022 0.0 0.0 0.0 0.0724
H 3.121288 -2.556702 2.790880 0.0 0.0 0.0 0.0287
H 3.408213 -2.665193 4.527124 0.0 0.0 0.0 0.0631
H 4.434600 -3.559982 3.416248 0.0 0.0 0.0 0.1026
N 9.508116 2.961093 -4.204203 0.0 0.0 0.0 0.1899
C 8.501355 2.486278 -3.923501 -0.1 0.0 0.0 -0.1629
C 7.242219 1.888649 -3.559605 0.1 0.1 0.0 -0.2099
C 6.777442 0.766765 -4.235844 0.0 0.0 0.0 0.0066
C 5.575382 0.184631 -3.871273 0.0 0.0 0.0 0.0088
C 4.842811 0.720969 -2.823636 -0.1 -0.1 0.0 -0.1554
C 5.289658 1.854045 -2.159040 0.0 0.1 0.0 -0.0061
C 6.488737 2.435980 -2.526065 0.0 0.0 0.0 0.0024
N 3.613783 0.091456 -2.419163 0.1 0.0 0.0 0.0266
C 3.052800 -1.046806 -2.966641 0.0 0.1 -0.1 0.0022
C 1.922836 -1.295009 -2.262931 0.0 0.0 0.0 -0.1021
N 1.778244 -0.334877 -1.280911 -0.2 -0.3 0.2 -0.0569
C 2.815886 0.470568 -1.401949 0.0 0.0 -0.1 -0.1677
H 7.357123 0.347328 -5.046214 0.0 0.0 0.0 0.1344
H 5.231877 -0.681695 -4.416021 0.0 0.0 0.0 0.1105
H 4.719409 2.301642 -1.359297 0.0 0.0 0.0 0.0959
H 6.844065 3.317942 -2.011164 0.0 0.0 0.0 0.1319
H 3.484440 -1.574169 -3.795928 0.0 0.0 0.0 0.1260
H 1.219044 -2.099057 -2.387234 0.0 0.0 0.0 0.1076
H 2.995109 1.332501 -0.785729 0.0 0.0 0.0 0.1136
```
Forces are in eV/Å.